{
  "formula": "C14H28F6IN2O7P5",
  "method": "the ωB97M-V functional and the def2-TZVPD basis",
  "elements": ["C", "P", "C", "N", "C", "C", "C", "O", "C", "P", "N", "P", "C", "O", "C", "I", "C", "P", "P", "O", "O", "O", "C", "F", "F", "F", "H", "H", "H", "H", "H", "H", "H", "H", "H", "H", "H", "H", "H", "H", "H", "H", "H", "H", "H", "H", "H", "H", "C", "C", "O", "C", "O", "C", "F", "F", "F", "H", "H", "H", "H", "H", "H"],
  "coordinates": [[1.18057, 3.88502, 3.67119], [0.13652, 3.53568, 2.13320], [0.06702, 4.97861, 0.94050], [0.57024, 1.99332, 1.36723], [1.82274, 1.58273, 1.05815], [2.90365, 2.72946, 0.97560], [4.19769, 2.39000, 0.10610], [4.89260, 3.64994, -0.15979], [1.98153, -0.02464, 0.89560], [2.81728, -0.58869, -0.71180], [2.87223, -2.17181, -0.91694], [3.13196, -0.35948, 2.42261], [3.70207, -2.15082, 2.44272], [2.23410, -0.15389, 3.89064], [0.40314, -0.34645, 1.10304], [-0.39886, -2.21006, 0.28439], [-0.48712, 0.97161, 1.01092], [-1.73741, 0.70675, 2.44337], [-3.63782, -0.07416, 1.72068], [-3.59473, -1.59278, 1.48627], [-4.74438, 0.14652, 3.01497], [-4.30356, 0.76135, 0.41154], [-1.05206, 1.44825, -0.40282], [-0.10205, 1.97763, -1.27284], [-1.96061, 2.50534, -0.13074], [-1.77250, 0.49996, -1.10007], [1.45112, 2.87104, 4.12948], [0.51287, 4.40646, 4.44096], [2.10786, 4.51112, 3.49718], [0.64067, 4.78198, -0.02390], [0.44059, 5.94827, 1.42456], [-1.02007, 5.15287, 0.68460], [2.41798, 3.63971, 0.49335], [3.26485, 2.97661, 2.02394], [4.91181, 1.71932, 0.67517], [3.95247, 1.97224, -0.92906], [4.42609, 4.35829, 0.32749], [4.18232, -0.11571, -0.81148], [2.14574, -0.02041, -1.86391], [2.43214, -2.61269, -0.10149], [4.36385, -2.28267, 1.51466], [2.85098, -2.89425, 2.38492], [4.38538, -2.27891, 3.33571], [1.58334, 0.55151, 3.66890], [0.33126, -0.57363, 2.22514], [-2.07796, 1.97857, 3.04155], [-5.53039, 0.59467, 2.62151], [-4.63813, 0.04013, -0.17802], [-4.20931, -3.21609, -3.14594], [-2.78078, -2.70288, -3.09808], [-1.80155, -3.72069, -3.16916], [-1.47384, -4.29064, -4.47116], [-1.19208, -3.35488, -5.34828], [-2.54102, -5.32288, -4.98499], [-3.05039, -6.05692, -3.95716], [-1.98531, -6.22351, -5.82885], [-3.59608, -4.78956, -5.63146], [-4.32153, -4.13092, -2.56024], [-4.89926, -2.45849, -2.75994], [-4.51773, -3.43095, -4.16761], [-2.63131, -2.23903, -2.11970], [-2.61311, -1.91037, -3.83410], [-0.64372, -4.96610, -4.18833]],
  "forces_ev_per_angstrom": [[0.82, -0.31, 0.00], [-2.20, 1.07, 1.58], [0.54, 0.53, -0.80], [2.47, -0.62, -1.04], [-0.21, 0.40, 0.24], [0.31, -1.06, -0.38], [0.16, 0.73, -0.25], [-1.10, -0.54, 0.79], [-2.23, 3.00, 0.48], [0.49, -2.95, -1.59], [-0.30, 1.62, 1.51], [1.61, 0.17, 0.94], [-0.28, -0.19, -0.78], [-0.42, -0.05, -2.54], [0.43, -0.99, 1.22], [0.21, 0.95, 0.01], [0.83, -0.37, -0.80], [0.09, 0.30, 1.07], [-3.78, -3.92, -0.73], [0.61, 4.18, 0.26], [1.52, 1.02, -2.55], [0.82, -1.55, 1.86], [-1.97, 0.60, -1.20], [-1.21, -1.05, 1.73], [1.86, -1.63, -0.49], [1.73, 1.66, 1.62], [-0.21, 1.41, -0.60], [0.73, -0.70, -1.37], [-0.96, -0.82, 0.30], [-0.75, 0.42, 1.20], [-0.28, -1.55, -0.54], [1.25, -0.43, 0.27], [0.40, -1.17, 0.76], [-0.54, -0.26, -1.14], [-1.01, 0.58, -0.73], [0.15, 0.44, 1.59], [0.57, -0.45, -0.42], [-1.05, 0.48, 0.41], [0.27, 0.55, 1.01], [0.15, -0.34, -0.65], [-1.05, 0.28, 1.17], [1.10, 0.70, 0.33], [-1.08, 0.18, -0.83], [0.38, -0.55, 0.68], [0.16, 0.22, -1.61], [-0.01, -0.43, -1.11], [0.63, -0.29, 0.51], [0.32, 0.59, 0.33], [-0.29, 0.05, -0.28], [0.26, -0.14, 0.10], [-0.74, -0.36, 1.01], [0.77, 1.48, -1.54], [-0.39, -0.86, 0.14], [-0.02, 0.33, 0.55], [-0.17, -0.19, -0.03], [0.02, 0.25, 0.06], [0.13, -0.13, -0.11], [0.05, 0.10, 0.04], [0.01, 0.03, 0.08], [0.01, -0.03, 0.09], [0.12, 0.05, 0.22], [0.08, -0.22, -0.27], [0.21, -0.16, 0.19]],
  "lowdin_charge": [-0.2676, 0.9352, -0.2638, -0.2107, -0.1775, -0.1111, -0.2428, -0.0824, -0.5762, 0.7120, -0.2978, 0.9402, -0.2631, -0.3148, -0.7254, 1.0703, -0.5350, 0.9244, 0.4123, -0.3982, -0.2161, -0.2162, -0.4471, 0.1020, 0.0443, 0.0945, 0.0467, 0.0656, 0.0472, 0.0512, 0.0705, 0.0492, 0.1115, 0.1309, 0.1147, 0.1029, 0.0804, 0.0162, 0.0396, -0.1010, 0.0559, 0.0577, 0.0586, 0.0094, 0.0164, -0.0734, 0.0758, 0.0960, -0.0855, -0.3040, -0.1425, -0.5335, -0.1842, -0.5454, 0.0865, 0.1057, 0.1038, 0.0764, 0.0580, 0.0609, 0.0540, 0.1084, 0.1300],
  "energy_ha": -3789.8390,
  "gap_ev": 1.584,
  "charge": 0,
  "max_force_ev_per_a": 5.49,
  "homo_ev": -5.109
}